# 1
Density functional theory data (ωB97M-V/def2-TZVPD) for 6 unconnected molecules or ions with the total composition C26H22Cl6N4O8 in a non-equilibrium geometry.

XYZ file:
```
66
Properties=species:S:1:pos:R:3
C -1.61592 -1.85547 0.50084
C -2.53221 -1.05095 -0.12822
C -3.29230 -1.56258 -1.16492
C -3.18393 -2.81004 -1.68284
C -2.16372 -3.63493 -1.09963
C -1.40831 -3.15013 -0.08799
N -3.95074 -3.36937 -2.81707
O -3.71164 -4.48660 -3.08848
O -4.68914 -2.70021 -3.44789
H -0.86541 -1.63510 1.26890
H -2.68788 -0.02437 0.20587
H -4.03164 -0.88531 -1.60544
H -1.98314 -4.61649 -1.48441
H -0.68316 -3.84754 0.34998
C 6.11873 -3.07017 4.68726
C 4.99744 -3.88965 4.62141
C 3.73918 -3.42209 4.22704
C 3.62676 -2.18708 3.70605
C 4.74940 -1.36538 3.68353
C 5.94008 -1.78755 4.19860
N 2.25475 -1.63902 3.27493
O 2.21894 -0.40734 3.18276
O 1.37367 -2.44755 3.13848
H 7.02249 -3.32174 5.22810
H 5.00987 -4.94615 4.92152
H 2.89015 -4.12361 4.25461
H 4.65254 -0.35306 3.31147
H 6.82391 -1.18207 4.20351
C -3.37990 2.18203 -2.49549
C -3.35225 2.52914 -3.84129
C -2.44952 3.54532 -4.27863
C -1.76571 4.24236 -3.26247
C -1.81158 3.92129 -1.92339
C -2.66883 2.91260 -1.50053
N -0.79366 5.25196 -3.71802
O -0.43556 6.01684 -2.87266
O -0.28531 5.16430 -4.84292
H -4.07322 1.41525 -2.21578
H -3.78349 1.91804 -4.63986
H -2.37987 3.73361 -5.32948
H -1.07178 4.39222 -1.21265
H -2.73392 2.78703 -0.44352
C 2.18071 0.64878 -1.65148
C 1.84977 -0.70970 -1.53294
C 0.85926 -1.16341 -2.36494
C 0.16639 -0.31629 -3.17278
C 0.45772 1.04250 -3.32106
C 1.55108 1.48101 -2.55123
N -0.92307 -0.89436 -4.08778
O -1.20080 -2.06834 -3.88172
O -1.59500 -0.14251 -4.77959
H 3.05690 1.01643 -0.98023
H 2.34392 -1.39387 -0.89478
H 0.56296 -2.18467 -2.29750
H -0.13900 1.63304 -4.00295
H 1.80596 2.56218 -2.52147
C 0.42864 3.40189 2.43656
Cl -0.71118 4.75756 2.38935
Cl 1.97781 4.08966 2.87269
Cl 0.54912 2.42472 0.96111
H 0.07508 2.79506 3.28622
C -1.31095 0.52426 5.30171
Cl -2.85074 -0.23273 5.94294
Cl -1.14668 2.26103 5.76609
Cl -1.12981 0.25274 3.55700
H -0.49227 -0.02546 5.74551
```

The calculation puts the largest force on an atom at 0.0735 Eh/bohr. As for the LUMO energy: -0.917 eV. Its SMILES is O=[N+]([O-])c1ccccc1.O=[N+]([O-])c1ccccc1.O=[N+]([O-])c1ccccc1.O=[N+]([O-])c1ccccc1.ClC(Cl)Cl.ClC(Cl)Cl. For the HOMO-LUMO gap, the calculation gives 0.3312 Ha.



# 2
Density functional theory data (ωB97M-V/def2-TZVPD) for a molecular structure, C26H22N4O3S4Ti.

XYZ file:
```
60
Properties=species:S:1:pos:R:3
Ti 0.55472 -0.88622 -1.77962
N -1.85179 2.76613 -2.76420
C -1.03576 1.81509 -2.27059
S -0.34093 0.71682 -3.39927
N -0.84045 1.85211 -0.96600
N 0.00990 0.89728 -0.54236
C 0.37053 0.93184 0.69952
C -0.14826 1.91220 1.67977
C -1.49980 1.90072 2.01029
C -1.98970 2.79101 2.95175
C -1.13894 3.70603 3.55787
C 0.20620 3.73072 3.21941
C 0.70144 2.83303 2.28429
C 1.32946 -0.10055 1.10718
C 1.85827 -0.20700 2.39102
C 2.75899 -1.22204 2.65486
C 3.11356 -2.10562 1.64482
C 2.53431 -1.94697 0.40125
N 1.66033 -0.97398 0.14987
H -2.06022 2.80933 -3.74305
H -2.21021 3.46298 -2.13491
H -2.15940 1.19600 1.51937
H -3.04123 2.78131 3.20979
H -1.52803 4.40342 4.28842
H 0.87184 4.45005 3.67819
H 1.75029 2.85751 2.01283
H 1.56025 0.49193 3.15841
H 3.18415 -1.32340 3.64492
H 3.81746 -2.90829 1.80881
H 2.75558 -2.60669 -0.42748
S 2.65027 0.21111 -2.20135
C 2.93646 -0.14917 -3.88402
C 3.80752 0.61490 -4.66302
C 4.06605 0.26363 -5.97423
C 3.45751 -0.85587 -6.53663
C 2.58773 -1.61977 -5.78070
C 2.32217 -1.26935 -4.45760
S 1.24661 -2.25214 -3.47791
H 4.27396 1.48875 -4.22613
H 4.74151 0.86784 -6.56621
H 3.65864 -1.12622 -7.56492
H 2.10202 -2.48730 -6.20823
C -3.69266 -0.58012 4.33837
C -3.14764 -1.09300 3.03605
C -1.83415 -1.53511 2.93012
C -1.32942 -1.99363 1.72075
C -2.14865 -2.01255 0.60636
C -3.46952 -1.59143 0.68860
C -3.95728 -1.13361 1.89906
S -1.52158 -2.51879 -0.96443
O -1.60136 -1.32234 -1.83897
O -2.19273 -3.69316 -1.40317
O -0.03765 -2.64266 -0.77228
H -2.90467 -0.46979 5.08191
H -4.44520 -1.26047 4.74126
H -4.17169 0.39110 4.20512
H -1.18931 -1.51297 3.80069
H -0.30684 -2.34015 1.64734
H -4.10823 -1.60784 -0.18515
H -4.98444 -0.79463 1.96416
```

The calculation puts the largest force on an atom at 0.0107 Eh/bohr. As for the LUMO energy: -0.936 eV. For the HOMO-LUMO gap, the calculation gives 0.2377 Ha.



# 3
Density functional theory data (ωB97M-V/def2-TZVPD) for a molecular structure, C26H23BFN8SbSe4Y.

XYZ file:
```
65
Properties=species:S:1:pos:R:3
Y -0.64604 -0.45560 0.35921
C 1.88001 -2.00807 -3.23207
C 2.24237 -1.94732 -1.79643
N 2.16460 -0.52165 -1.37300
N 1.55570 0.12547 -2.53118
C 1.46382 -0.78657 -3.56410
B 0.56357 1.22352 -2.40449
N 0.82755 2.10605 -1.15384
C 1.26436 3.37385 -1.13862
C 1.42432 3.76119 0.17662
C 1.05285 2.63449 0.91525
N 0.69679 1.64649 0.10188
N -0.95105 0.72165 -2.32692
C -1.65015 0.19701 -3.34948
C -2.96132 0.01458 -2.96408
C -2.98695 0.44137 -1.63785
N -1.78577 0.88273 -1.25088
N 0.60397 2.16638 -3.63498
C -0.39360 2.97709 -4.06197
C 0.12382 3.82154 -5.01551
C 1.47795 3.44784 -5.09761
N 1.76065 2.45914 -4.26523
H 1.95122 -2.87042 -3.87208
H 3.14193 -2.46424 -1.46451
H 1.09910 -0.44437 -4.52267
H 1.44654 3.90231 -2.05885
H 1.76414 4.71294 0.54483
H 1.02735 2.48931 1.98409
H -1.17128 -0.00427 -4.29228
H -3.76517 -0.43648 -3.51778
H -3.81226 0.40369 -0.94486
H -1.38851 2.89300 -3.65886
H -0.39914 4.58048 -5.57187
H 2.25423 3.84885 -5.73156
Se -4.56439 -3.38143 -3.41480
Sb -4.46727 -3.30738 -0.93107
Se -5.25382 -5.32412 0.14142
Se -6.02175 -1.45296 -1.18596
Se -2.21220 -2.73718 -0.04820
C 1.25102 -1.57837 -0.75708
C 1.63787 -1.92386 0.62246
C 1.41149 -3.23703 1.08256
C 1.59085 -3.56458 2.41121
C 1.96633 -2.59328 3.34352
C 2.16272 -1.29260 2.92190
C 2.01008 -0.95959 1.57504
H 1.06594 -3.97605 0.36895
H 1.40650 -4.58108 2.73805
H 2.06703 -2.84823 4.39025
H 2.41756 -0.52147 3.63940
H 2.23183 0.04462 1.23235
F 1.21058 -0.17740 7.24865
C 0.45428 -0.09724 6.10771
C -0.20813 -1.21796 5.65344
C -0.96636 -1.13460 4.49597
C -1.09218 0.06162 3.76610
C -1.84337 0.14052 2.51713
C -0.40739 1.17653 4.28843
C 0.36347 1.10642 5.44017
H -0.12243 -2.14986 6.19829
H -1.47366 -2.02163 4.13264
H -2.65012 -0.59484 2.45206
H -2.22867 1.14779 2.32398
H -0.49433 2.12754 3.77247
H 0.88293 1.97573 5.82460
```

The calculation puts the largest force on an atom at 0.0099 Eh/bohr. As for the multiplicity: 2. As for the LUMO energy (alpha / beta): 4.184 / 3.500 eV. For the HOMO-LUMO gap (alpha / beta), the calculation gives 0.2404 / 0.2144 Ha. The charge is -2.



Values of relative energy (zero: lowest compared OMol25 entry of this formula, charge and spin), in order: 16.29, 0.00, 163.13, all in kJ/mol.